This record from the OMol25 dataset describes C46H45ClIrN6O3Si as an isolated structure in a non-equilibrium geometry. The level of theory is ωB97M-V/def2-TZVPD.

Element x y z (Å)
Ir1 11.797 -6.814 18.031
Cl1 4.311 -9.262 16.864
Si1 11.828 -9.165 18.315
O1 7.979 -1.540 13.564
O2 15.488 -5.661 19.141
O3 13.706 -5.602 21.552
N1 13.199 -6.630 16.611
N2 10.947 -4.930 17.489
N3 13.270 -6.230 19.230
N4 9.625 -3.637 16.286
N5 9.223 -3.493 17.610
N6 10.860 -6.764 19.906
C1 10.215 -10.105 18.822
C2 6.166 -7.209 17.331
C3 10.476 -11.242 19.591
C4 14.355 -6.074 17.116
C5 14.381 -9.406 19.335
C6 14.024 -6.243 14.390
C7 8.133 -11.645 19.880
C8 9.543 -7.093 20.224
C9 15.190 -5.675 14.861
C10 13.035 -9.366 19.718
C11 7.863 -10.583 18.946
C12 6.568 -5.867 17.220
C13 13.117 -11.513 17.408
C14 4.807 -5.446 15.588
C15 9.424 -11.998 20.108
C16 8.138 -5.330 13.888
C17 9.745 -6.118 22.408
C18 11.585 -6.212 20.871
C19 13.739 -9.481 22.005
C20 15.384 -9.510 20.297
C21 15.065 -9.435 21.663
C22 10.725 -4.460 16.249
C23 13.340 -12.569 16.576
C24 11.843 -10.382 15.720
C25 9.641 -3.797 12.718
C26 7.999 -2.820 14.326
C27 10.067 -4.235 18.287
C28 9.096 -2.599 15.334
C29 12.793 -12.616 15.290
C30 8.236 -3.898 13.263
C31 11.032 -5.872 22.130
C32 4.420 -6.772 15.719
C33 6.224 -3.534 16.310
C34 8.920 -9.838 18.420
C35 8.928 -6.734 21.410
C36 6.517 -2.941 14.881
C37 5.042 -7.678 16.595
C38 13.027 -5.935 20.590
C39 12.319 -10.442 17.022
C40 12.076 -11.485 14.884
C41 7.204 -3.866 12.108
C42 15.366 -5.695 16.235
C43 5.917 -5.024 16.335
C44 13.074 -6.767 15.266
C45 12.743 -9.444 21.053
C46 14.443 -5.950 18.560
H1 11.557 -11.422 13.951
H2 9.629 -12.871 20.680
H3 13.857 -6.273 13.302
H4 13.992 -13.413 16.884
H5 5.908 -3.452 14.143
H6 7.905 -6.975 21.549
H7 7.335 -5.469 17.861
H8 7.068 -5.552 14.051
H9 16.405 -9.565 19.987
H10 9.876 -2.740 12.483
H11 7.334 -12.208 20.370
H12 15.838 -9.257 22.409
H13 8.572 -6.081 13.229
H14 6.858 -10.275 18.718
H15 3.616 -7.144 15.098
H16 4.294 -4.735 14.929
H17 13.510 -11.546 18.422
H18 8.631 -5.359 14.881
H19 7.008 -3.329 17.063
H20 7.771 -0.840 14.214
H21 9.929 -2.244 14.731
H22 11.307 -9.482 15.354
H23 11.526 -11.577 19.852
H24 12.924 -13.492 14.683
H25 11.353 -4.743 15.392
H26 13.392 -9.443 23.051
H27 8.670 -1.806 15.974
H28 5.272 -2.999 16.616
H29 9.666 -4.398 11.832
H30 8.971 -7.487 19.416
H31 11.743 -5.406 22.846
H32 10.391 -4.159 13.434
H33 9.266 -5.808 23.385
H34 14.682 -9.343 18.319
H35 6.180 -4.016 12.426
H36 8.769 -8.934 17.778
H37 11.711 -9.384 21.387
H38 15.955 -5.366 14.178
H39 7.212 -2.888 11.630
H40 10.016 -4.382 19.357
H41 6.126 -1.929 14.946
H42 12.196 -7.287 14.881
H43 7.431 -4.592 11.316
H44 16.285 -5.288 16.652
H45 6.668 -7.897 18.016

Values from the calculation:
E_LUMO (spin up / spin down), eV: -3.40 / -6.32
Total charge: +1
DFT total energy, eV: -86744.7364
<S²>: 6.03
Frontier orbital gap (spin up / spin down), Eh: 0.2094 / 0.1607
Strongest force on any atom, eV Å⁻¹: 4.1
2S+1: 5

=====

This record from the OMol25 dataset describes a single C5H5NO3 molecule in a non-equilibrium geometry. The level of theory is ωB97M-V/def2-TZVPD.

Element x y z (Å)
O1 1.353 -2.056 0.185
O2 -2.577 1.319 1.136
O3 1.765 -1.364 -1.879
N1 -2.188 2.205 -0.989
C1 0.038 -0.354 -0.593
C2 2.032 -1.375 1.271
C3 -1.905 1.329 0.043
C4 -0.858 0.433 -0.315
C5 1.127 -1.173 -0.897
H1 1.848 -2.173 1.947
H2 1.092 -0.560 1.724
H3 -3.126 2.658 -0.830
H4 3.108 -1.032 0.985
H5 -1.708 2.142 -1.789

Values from the calculation:
E_LUMO, eV: -1.08
DFT total energy, eV: -12894.6696
SMILES: COC(=O)C#CC(N)=O
Frontier orbital gap, Eh: 0.3503
Strongest force on any atom, eV Å⁻¹: 6.7

=====

This record from the OMol25 dataset describes C41H32BrClN7O2Re as an isolated structure in a non-equilibrium geometry. The level of theory is ωB97M-V/def2-TZVPD.

Element x y z (Å)
Re1 0.035 0.963 0.507
Br1 4.817 3.630 5.371
Cl1 6.302 4.533 -1.186
O1 1.979 0.898 -0.075
O2 3.917 -5.448 -0.766
N1 0.433 3.048 0.520
N2 -1.234 2.124 -1.163
N3 2.432 -3.732 -0.764
N4 0.145 -1.233 0.570
N5 -0.045 1.339 2.549
N6 -1.976 0.645 1.031
N7 1.777 -5.945 -1.316
C1 2.337 1.298 3.041
C2 2.924 1.732 -0.326
C3 1.312 -3.232 -0.124
C4 2.072 3.522 4.689
C5 -1.652 -5.622 -3.797
C6 3.314 2.922 4.510
C7 -2.252 5.660 0.766
C8 -4.576 0.235 1.958
C9 1.091 1.881 3.234
C10 -2.859 -5.568 -4.695
C11 -1.603 3.304 -0.568
C12 -2.714 4.052 -0.982
C13 -1.194 1.291 3.128
C14 -3.035 5.238 -0.273
C15 -1.904 1.733 -2.231
C16 -3.410 3.591 -2.125
C17 2.804 3.126 -0.005
C18 1.150 -1.851 -0.088
C19 3.857 3.975 -0.261
C20 5.029 3.486 -0.854
C21 2.783 -5.092 -0.958
C22 5.146 2.115 -1.198
C23 0.336 -4.016 0.498
C24 -4.226 -0.059 0.645
C25 -1.084 4.950 1.122
C26 -2.928 0.145 0.224
C27 -1.307 -6.798 -3.138
C28 -3.591 0.684 2.818
C29 -0.747 -2.006 1.223
C30 0.636 -5.766 -2.148
C31 -0.821 -4.530 -3.613
C32 -2.984 2.457 -2.762
C33 1.536 3.691 0.388
C34 -2.309 0.875 2.327
C35 -0.778 3.799 0.455
C36 0.309 -4.588 -2.802
C37 -0.686 -3.381 1.179
C38 0.960 3.000 4.051
C39 4.123 1.259 -0.930
C40 -0.186 -6.873 -2.333
C41 3.449 1.811 3.686
H1 0.395 -5.094 0.475
H2 -3.752 -5.917 -4.174
H3 6.055 1.771 -1.674
H4 2.430 0.420 2.410
H5 -3.900 5.814 -0.579
H6 1.979 4.391 5.328
H7 -0.004 3.485 4.160
H8 -1.506 -1.516 1.808
H9 -3.043 -4.564 -5.074
H10 -1.310 1.537 4.179
H11 3.260 -3.157 -0.723
H12 1.493 4.777 0.454
H13 -1.926 -7.679 -3.266
H14 -2.628 -0.114 -0.780
H15 0.961 -3.727 -2.741
H16 -2.504 6.567 1.300
H17 -1.041 -3.610 -4.145
H18 -4.952 -0.463 -0.048
H19 -3.795 0.867 3.866
H20 1.860 -1.223 -0.601
H21 -4.260 4.152 -2.494
H22 -3.465 2.103 -3.663
H23 -5.592 0.098 2.305
H24 3.770 5.031 -0.033
H25 4.196 0.209 -1.182
H26 -1.585 0.809 -2.701
H27 -1.433 -3.960 1.704
H28 0.065 -7.808 -1.842
H29 4.419 1.346 3.566
H30 -2.733 -6.233 -5.550
H31 2.071 -6.904 -1.193
H32 -0.428 5.320 1.903

Values from the calculation:
E_LUMO (spin up / spin down), eV: -9.72 / -11.15
Total charge: +3
DFT total energy, eV: -142234.0084
<S²>: 1.15
Frontier orbital gap (spin up / spin down), Eh: 0.1574 / 0.1047
Strongest force on any atom, eV Å⁻¹: 1.2
2S+1: 2

=====

This record from the OMol25 dataset describes a 2-piece molecular cluster, C2H5N3OS overall in a non-equilibrium geometry. The level of theory is ωB97M-V/def2-TZVPD.

Element x y z (Å)
S1 -0.018 0.382 0.278
O1 0.291 0.642 1.658
N1 -1.731 -1.882 0.403
N2 3.504 -0.627 -0.072
N3 -1.004 1.636 -0.270
C1 2.501 -0.161 -0.398
C2 1.347 0.492 -0.766
H1 -1.505 1.433 -1.123
H2 -1.837 -1.820 1.411
H3 -1.628 1.956 0.461
H4 1.104 0.539 -1.818
H5 -1.023 -2.591 0.234

Values from the calculation:
E_LUMO (spin up / spin down), eV: -0.89 / -2.06
DFT total energy, eV: -19502.9121
Frontier orbital gap (spin up / spin down), Eh: 0.2995 / 0.2693
Strongest force on any atom, eV Å⁻¹: 1.2

=====

This record from the OMol25 dataset describes an isolated ion of composition C4H8NOS and charge +1 in a non-equilibrium geometry. The level of theory is ωB97M-V/def2-TZVPD.

Element x y z (Å)
S1 -1.488 2.717 1.258
O1 -0.231 0.620 2.204
N1 0.504 -0.517 0.358
C1 -0.558 1.459 1.203
C2 0.078 0.851 -0.135
C3 -0.879 0.753 -1.320
C4 0.632 -0.364 1.841
H1 -0.321 -1.097 -0.019
H2 -1.163 1.650 -1.642
H3 0.496 -1.321 2.438
H4 1.622 0.038 1.937
H5 -0.428 0.320 -2.282
H6 1.304 -0.787 -0.225
H7 0.932 1.399 -0.457
H8 -1.690 0.189 -1.042

Values from the calculation:
E_LUMO, eV: -3.87
Total charge: +1
DFT total energy, eV: -18642.1318
SMILES: C[C@@H]1[NH2+]COC1=S
Frontier orbital gap, Eh: 0.3457
Strongest force on any atom, eV Å⁻¹: 4.7

=====

This record from the OMol25 dataset describes a single C5H7ClS molecule in a non-equilibrium geometry. The level of theory is ωB97M-V/def2-TZVPD.

Element x y z (Å)
Cl1 3.180 -0.279 0.055
S1 -2.744 -0.695 -0.223
C1 0.710 1.557 -0.484
C2 -0.056 0.518 0.019
C3 0.516 -0.846 -0.092
C4 -1.561 0.654 0.494
C5 1.731 -1.369 -0.075
H1 1.826 -2.419 -0.313
H2 -0.225 -1.557 -0.179
H3 -1.596 -1.773 0.084
H4 0.455 2.710 -0.422
H5 1.726 1.436 -0.792
H6 -2.171 1.580 0.221
H7 -1.790 0.483 1.706

Values from the calculation:
E_LUMO, eV: 0.16
DFT total energy, eV: -28652.6036
SMILES: C=C(/C=C\Cl)CS
Frontier orbital gap, Eh: 0.3394
Strongest force on any atom, eV Å⁻¹: 4.3

=====

Relative energy (zero: lowest compared OMol25 entry of this formula, charge and spin) / eV: 2.8028, 3.2198, 1.1287, 6.0383, 1.1157, 2.9888